The following is a quantum chemistry calculation of a molecular structure, C59H137N8O26 at a distorted geometry, from the Open Molecules 2025 dataset.

```
230
Properties=species:S:1:pos:R:3:forces:R:3:lowdin_charge:R:1
O 7.56501 -0.39684 2.57827 1.648 -2.250 4.420 0.107
O -4.61128 -4.08179 -3.38321 1.230 2.916 2.553 0.074
O 6.41114 0.82125 1.36528 -2.529 1.549 -0.939 -0.087
O -6.39364 8.27696 3.14831 -2.463 3.301 0.747 -0.037
O -3.17358 4.01108 -3.95626 -0.521 0.251 0.431 -0.075
O -2.72067 5.78421 -2.57496 -2.139 0.545 2.720 -0.018
O -6.68029 -3.52400 6.35173 1.808 -0.460 0.963 -0.039
O -0.89252 -6.52391 -0.89383 -2.823 0.602 0.673 -0.035
O 8.25244 -6.31706 -9.34552 0.904 1.009 -0.464 -0.053
O 12.60538 -6.41728 -0.17293 -0.954 -0.411 -0.789 -0.098
O -5.71928 -4.26158 -5.32795 0.652 1.946 0.135 -0.115
O 1.28024 -6.22136 -0.63004 1.351 1.069 0.630 -0.101
O 7.30709 2.44810 -6.05029 0.045 -0.027 2.207 -0.088
O -5.26463 6.59473 2.58618 2.948 -3.672 -0.146 -0.087
O -8.11189 -1.95317 5.81012 -0.252 2.156 -0.140 0.038
O -5.40975 0.26379 -12.20063 0.807 0.233 0.585 -0.045
O -8.45895 -3.94738 5.08375 -0.677 -0.635 -1.060 -0.076
O -2.74989 -4.25416 11.23128 1.198 -0.378 1.110 -0.056
O -6.59784 7.33198 1.05490 -0.691 0.681 -0.258 0.024
O 3.42093 1.72730 4.90814 -1.508 -0.267 -1.681 0.040
O -4.56704 -5.91208 -4.47761 1.522 -0.451 -0.004 -0.101
O 3.00414 1.25336 7.13940 -1.660 0.051 -2.227 -0.151
O -1.58035 5.50124 -4.25650 2.604 -0.243 -3.786 0.041
O 7.75758 -0.65777 0.42603 0.049 -1.800 -1.250 -0.097
O 0.47144 -6.76575 -2.53244 0.622 -0.424 -4.409 0.043
O 4.95598 1.66476 6.43238 5.712 0.662 -0.610 -0.024
N -3.07717 0.63135 -10.02408 -1.039 1.154 2.292 -0.324
N -1.42053 -3.79643 14.03936 -0.063 2.882 -0.750 -0.348
N 6.48121 4.73075 -3.85085 -0.806 0.351 -0.242 -0.314
N -10.49846 0.63093 -0.52017 -0.974 -0.770 1.147 -0.191
N 9.35246 -6.65479 -1.06438 1.283 -0.238 0.826 -0.330
N 9.37164 -4.05057 -11.13721 1.805 0.181 0.776 -0.322
N -1.70988 6.18258 7.61874 0.656 1.773 -0.769 -0.248
N -0.62140 -0.21150 0.42473 -1.000 0.640 -0.022 -0.224
C 9.22967 -2.78528 -12.01440 0.123 -0.922 -0.468 0.012
C 11.50780 -5.49573 0.10351 1.189 -1.092 0.155 -0.162
C 10.09661 -6.16713 0.23833 -0.076 1.141 -0.998 -0.059
C -8.83615 2.13109 -1.53948 1.538 0.289 -0.899 -0.191
C -0.64688 -3.21874 15.24264 -0.623 -0.831 -1.328 0.021
C 7.03106 5.42218 -5.14267 0.904 0.065 1.844 0.030
C -2.04828 7.70532 7.31300 -0.386 -1.483 0.002 0.068
C -2.60337 5.05266 -3.57218 -2.973 -5.342 -0.710 -0.934
C -0.06599 1.21808 0.63675 1.102 -1.653 -0.325 0.035
C -11.16339 0.46742 -1.97788 1.560 -1.805 0.997 -0.081
C -0.78528 5.73632 6.47412 1.387 1.550 -0.006 -0.066
C 8.22747 -7.51938 -0.49453 1.131 1.079 -1.525 0.033
C -5.25476 4.64734 8.62333 -0.581 0.407 1.337 -0.096
C 8.22224 -4.95747 -8.88754 -0.587 -0.294 -0.276 -0.205
C -11.72353 0.57375 0.52229 0.342 2.361 -0.596 -0.108
C -4.13725 5.67076 8.47536 1.070 0.111 -0.519 -0.227
C 1.54960 -1.56195 -2.52877 1.023 -1.145 -0.484 -0.118
C -2.91139 2.15000 -9.73245 0.565 0.045 -2.563 0.016
C -4.90710 -4.69770 -4.47360 -4.106 -3.956 -4.332 -0.951
C 1.34403 -1.00844 -1.15875 -1.150 1.137 0.700 -0.224
C -2.00474 -0.10065 -9.21404 -0.251 0.834 -0.998 0.023
C 8.77471 -5.47864 -1.96532 0.043 -0.948 1.154 0.060
C -2.97928 0.21704 -11.49268 -1.093 0.195 0.705 -0.072
C -0.20671 -0.72795 -0.98030 1.151 -0.624 1.677 -0.090
C -1.22247 -5.25988 13.91773 -2.228 0.384 -0.437 0.014
C -9.63429 -0.60149 -0.09235 -1.789 0.868 -1.201 0.062
C -0.97110 -3.14751 12.67004 0.083 -0.124 1.419 -0.055
C 5.97201 3.27947 -4.02896 -0.741 -0.794 -1.121 -0.078
C -9.35600 1.81440 -2.95273 0.711 0.457 0.115 -0.166
C 10.74369 -4.00283 -10.51193 0.255 0.822 -0.416 -0.003
C -6.09517 7.44723 2.32911 0.294 0.199 1.082 -0.966
C -9.79612 2.05037 -0.45496 -3.492 -1.229 0.238 -0.106
C 3.80674 1.51380 6.17183 -2.961 -0.513 4.927 -0.949
C -11.43646 1.06303 1.97299 0.061 -1.001 -0.201 -0.233
C -7.68718 -3.21482 5.74526 1.943 -2.886 1.739 -0.959
C 6.83287 2.14852 -4.66657 1.171 0.429 -0.791 -0.165
C 7.55631 4.73010 -2.81219 -0.252 0.032 0.185 0.004
C 10.35993 -7.53083 -1.79183 0.250 1.339 -1.336 -0.012
C -4.43713 0.36754 -9.35594 -0.801 -0.001 -0.730 0.009
C 0.25042 -6.41867 -1.29283 1.394 -0.770 3.403 -1.000
C -0.90237 6.06927 8.92152 0.903 0.234 -1.032 -0.064
C 7.16620 -0.16958 1.39858 1.381 1.481 -5.652 -0.996
C 0.54443 6.67665 6.37413 -0.952 -2.726 -0.258 -0.148
C -2.90655 5.25780 7.59163 -1.551 0.307 0.765 -0.106
C 8.29809 -3.93964 -10.03960 -1.138 -0.713 -0.671 -0.101
C -10.07476 0.42285 -3.05077 0.202 2.821 -0.609 -0.142
C -2.00205 -3.07252 11.53613 -1.006 0.525 -1.175 -0.219
C 0.44143 6.92474 8.84312 0.286 -0.342 -0.103 -0.128
C -2.72848 0.26122 1.75421 0.310 -0.051 1.619 -0.155
C -12.61512 1.85232 2.59667 1.115 -0.665 -0.728 -0.076
C 1.37867 6.56988 7.60545 -0.550 0.817 2.379 -0.186
C -2.15230 -0.60316 2.90879 -0.983 -0.975 -1.207 -0.190
C -0.10690 -1.18992 1.55178 -0.894 0.123 -1.855 -0.075
C -2.19653 -0.17028 0.36591 0.421 0.914 2.046 -0.062
C -0.66663 -0.78523 2.84912 -0.149 1.424 1.607 -0.203
C -4.08930 0.71724 -12.47327 0.472 0.054 -0.046 -0.209
C 5.33346 5.65334 -3.32597 0.113 -0.265 -1.261 0.031
C -2.88232 -3.33679 14.31144 0.807 -1.136 0.138 0.029
C 9.29696 -5.34391 -12.03489 -2.026 2.488 0.480 0.070
H -0.19113 -5.59160 14.03777 -0.269 0.218 0.311 0.122
H -4.08144 1.80356 -12.56245 -0.144 0.212 0.518 0.117
H -1.02793 -3.81662 16.07056 0.481 0.150 0.188 0.105
H -0.94251 -2.17658 15.36341 0.269 -0.098 -0.043 0.107
H 4.26787 1.71631 4.45628 0.202 0.207 -0.349 0.086
H -0.51079 -2.15799 1.25546 0.216 -0.164 -0.180 0.151
H 10.01845 -2.70972 -12.76288 0.045 -0.819 -0.088 0.107
H -2.06045 2.50273 -10.31520 0.559 -0.271 0.368 0.099
H 6.40174 5.47157 -6.03127 -0.071 -0.893 0.327 0.112
H -0.21676 1.73344 1.58531 -0.888 -0.502 -0.139 0.100
H -4.59828 6.63095 8.24385 0.400 0.018 -0.456 0.105
H 1.81214 -1.65369 -0.41536 -0.627 -0.279 0.065 0.114
H -7.96534 1.49162 -1.39493 0.031 -0.150 0.434 0.128
H 1.49657 -0.81071 -3.31677 -0.611 -0.246 -0.106 0.076
H -1.97828 0.53502 -11.78420 -0.161 0.106 -0.326 0.131
H -11.61263 -0.52426 -2.03139 -0.314 -0.025 0.759 0.123
H -10.48156 1.57906 2.07299 -0.179 0.192 -0.188 0.097
H 7.68189 -6.85208 0.17266 -0.514 -0.539 -0.193 0.120
H 11.86589 -5.07745 1.04421 -1.218 0.638 0.130 0.132
H -2.82079 2.48732 -8.69993 -0.209 -0.798 0.051 0.123
H -9.44779 -0.42134 0.96636 0.338 -0.496 -0.253 0.107
H 7.22535 6.45975 -4.87100 -0.323 0.058 0.287 0.096
H 0.26145 7.99975 8.85083 -0.630 0.052 -0.520 0.093
H -5.71715 4.09369 7.80615 0.488 0.246 -0.149 0.091
H 0.97755 -2.48191 -2.64933 -0.827 0.426 -0.483 0.093
H -0.57734 -0.01747 -1.71919 0.055 0.014 0.095 0.134
H -13.37333 1.10559 2.83247 -0.306 0.463 0.114 0.079
H -4.78457 -0.65609 -9.49577 0.473 -0.054 0.251 0.119
H 2.52534 -2.03467 -2.64092 0.526 0.469 0.282 0.074
H -11.33189 0.16911 2.58786 0.279 -0.058 0.051 0.110
H -5.03993 4.02806 9.49422 0.275 -0.796 -0.505 0.072
H -9.58710 2.46750 0.53014 0.939 -1.163 0.169 0.131
H 6.54298 2.53242 -6.62529 -0.252 -0.120 0.071 0.074
H -5.81030 -0.25614 -12.90123 0.355 -0.014 -0.229 0.104
H -9.41934 -0.44620 -3.10796 0.064 0.043 0.880 0.122
H -5.98111 6.61854 0.87533 0.011 -0.594 -1.164 0.067
H -9.95641 2.64880 -3.31523 -0.949 -0.239 0.303 0.113
H 9.55072 -4.83112 -2.37351 0.249 -0.695 -0.182 0.099
H 9.30274 -5.50019 0.57457 0.653 0.505 0.672 0.133
H -3.15845 5.09286 6.54404 -0.161 0.225 0.065 0.141
H 5.11550 3.25526 -4.70269 -0.297 0.957 0.129 0.129
H 11.02009 -6.78516 -2.23485 0.662 -0.267 0.454 0.094
H -2.11378 -1.17983 -9.32165 -0.373 0.151 0.424 0.115
H -0.31906 1.82778 -0.23061 -0.051 -0.069 0.180 0.113
H 8.37647 4.07771 -3.11190 0.039 0.331 -0.097 0.113
H -2.08423 0.32492 -8.21371 0.140 -0.637 0.049 0.115
H 10.05198 -8.05259 -2.69794 -1.164 -0.089 0.350 0.104
H 8.26384 -2.93912 -9.60846 0.894 0.059 0.018 0.138
H 1.86430 -0.05979 -1.02656 0.080 0.147 -0.206 0.099
H 7.34174 -3.93166 -10.56250 0.036 -0.501 -0.394 0.133
H -3.69846 2.68314 -10.26573 -0.497 -0.280 0.504 0.101
H -2.66028 4.29091 8.03045 0.796 -0.008 -0.270 0.134
H -1.30592 5.81285 5.51958 -0.362 0.107 0.265 0.130
H -8.68338 -2.33587 5.14039 -2.788 1.954 -1.416 0.036
H 7.23477 -4.82915 -8.44423 -0.138 0.542 -0.015 0.131
H 9.37159 -1.82997 -11.50911 -0.574 -0.428 0.808 0.112
H -12.33431 -0.32889 0.53897 0.892 -0.539 -0.473 0.135
H 8.08639 -5.93883 -2.67422 0.570 -0.116 -0.317 0.099
H -2.99801 -0.87158 -11.44111 -0.042 -0.022 -0.136 0.136
H 10.15533 -7.00472 0.93339 0.009 -0.129 -0.333 0.132
H 7.77254 -7.80487 -1.44302 -0.968 -0.457 0.734 0.110
H -3.26767 -4.11779 10.43447 -0.036 0.106 -0.225 0.113
H 7.05898 0.39205 2.78609 -0.444 0.971 2.937 0.078
H -1.54950 6.27525 9.77410 0.076 0.462 -0.179 0.122
H 9.90561 -5.14930 -12.91794 0.308 -0.362 0.404 0.111
H -8.43467 3.13984 -1.44280 0.148 0.162 -0.528 0.139
H -0.61710 -2.16984 12.99706 -0.422 0.361 -0.548 0.131
H 0.41632 -3.36022 15.04850 -0.087 0.120 0.261 0.111
H 8.25897 -5.16126 -12.31295 -0.129 -1.120 -0.605 0.099
H -0.72240 4.99436 8.93796 0.535 0.027 0.277 0.129
H 7.63241 1.81696 -4.00407 0.927 0.866 -0.440 0.119
H -3.80347 0.25489 1.93432 -0.240 -0.495 -1.024 0.119
H 8.12213 -6.94973 -8.63535 -0.079 0.160 0.280 0.105
H -10.39204 -1.35319 -0.31334 0.372 -0.589 0.785 0.097
H -8.49855 2.01271 -3.59581 0.246 -0.993 -0.203 0.115
H 0.30222 7.70618 6.11054 0.010 -0.255 -0.147 0.109
H 11.06004 -4.89541 -9.97219 -0.764 0.096 0.300 0.116
H -2.33054 7.77444 6.26247 -0.142 -0.196 0.067 0.119
H -1.15985 8.32052 7.45556 -0.348 -0.347 0.279 0.078
H -0.57042 4.68119 6.64334 0.358 0.113 0.121 0.139
H -0.04467 -3.66743 12.42606 -0.278 -0.322 -0.361 0.136
H 0.98701 6.91561 9.78670 -0.036 -0.985 0.152 0.107
H -2.47136 -0.30707 3.90811 0.077 0.506 -0.182 0.123
H -3.56279 -3.93344 13.70393 0.086 0.078 0.073 0.110
H -2.45625 0.62533 -0.33241 0.105 -0.434 -0.404 0.133
H 11.61588 -4.75314 -0.68704 -0.597 0.138 0.139 0.120
H 6.36869 1.16322 -4.70933 -1.336 0.480 0.083 0.126
H -0.41540 -6.85842 -2.88814 -0.280 -0.240 -0.324 0.095
H 9.38836 -6.26997 -11.46732 0.346 0.420 -0.017 0.103
H 10.75129 -3.07044 -9.94742 0.308 -0.351 0.467 0.110
H -1.60816 -5.45372 12.91685 0.316 -0.548 -0.041 0.098
H -4.09155 -4.82648 -3.07188 0.704 -0.238 1.434 0.093
H 2.22783 7.24986 7.53732 -0.267 0.598 0.195 0.114
H -5.21187 0.99486 -9.79679 0.343 -0.017 -0.608 0.096
H -0.27442 0.19690 3.11309 0.669 -0.162 0.402 0.116
H 11.49638 -3.89183 -11.29247 -0.241 0.043 -0.267 0.107
H -2.00629 -5.62076 14.58368 0.752 -0.957 0.385 0.113
H 8.13517 -4.78758 -1.41621 0.118 -0.369 0.806 0.112
H 8.91058 -4.63996 -8.10429 0.602 -0.721 -0.029 0.120
H -12.38307 1.30266 0.05136 -0.138 0.235 0.101 0.101
H 7.13672 4.34068 -1.88461 -0.046 -0.035 -0.052 0.123
H 4.62249 5.65540 -4.15217 -0.320 -0.073 0.347 0.107
H -8.79579 -0.87230 -0.73400 0.217 0.792 0.238 0.103
H -2.54622 1.30869 1.99440 0.595 0.201 -0.436 0.106
H -12.21415 2.31479 3.49859 -0.460 0.091 0.004 0.083
H 8.27155 -2.89186 -12.52306 0.028 0.373 0.145 0.110
H -2.75571 -2.28554 11.56363 0.066 0.411 1.356 0.123
H -3.01190 -3.49504 15.38208 -0.393 -0.205 -0.171 0.099
H -11.96829 1.19515 -2.08108 0.536 0.324 -0.023 0.131
H -2.57096 -1.60576 2.82157 -0.367 -0.194 -0.200 0.121
H -1.05129 0.16824 -9.66873 0.061 0.113 0.160 0.100
H -10.52426 0.40359 -4.04358 -0.499 -0.029 0.074 0.116
H 4.87006 5.40471 -2.37123 0.309 -0.761 -0.203 0.118
H -0.46455 -1.50170 3.64532 0.766 0.042 -0.189 0.139
H -10.69338 2.64347 -0.63174 -0.041 0.464 -0.720 0.131
H -3.71866 0.44015 -13.46016 -0.121 -0.503 -0.087 0.125
H 1.17327 6.18743 5.63026 -0.444 0.349 -0.728 0.122
H 8.04168 5.01899 -5.20747 -0.369 -0.387 -0.962 0.100
H 10.89330 -8.24069 -1.15960 -0.251 0.489 0.314 0.113
H 7.82270 5.77481 -2.65180 0.416 -0.225 -0.046 0.113
H -0.78575 -1.65056 -1.02041 0.228 -0.102 -0.485 0.131
H -6.00545 5.28116 9.09538 -0.685 -0.159 -0.401 0.077
H -2.89426 8.01366 7.92727 0.305 -0.066 0.079 0.095
H 13.12768 -6.62425 0.60552 -0.246 0.193 0.213 0.089
H -1.73310 6.08203 -3.50753 3.220 4.568 1.111 -0.013
H -3.77332 5.72961 9.50113 0.248 0.461 0.044 0.098
H 0.99311 0.96266 0.67102 0.239 0.671 -0.346 0.093
H -4.47223 0.71558 -8.32358 0.802 -0.534 0.126 0.118
H -1.49355 -2.68846 10.65180 0.866 -0.497 -0.084 0.135
H 8.72388 -8.34764 0.01110 -0.412 0.025 -0.022 0.110
H -2.59654 -1.15331 0.11745 0.352 0.061 -0.306 0.140
H 0.98254 -1.20196 1.51890 -0.183 0.100 -0.042 0.131
H 5.68516 6.68086 -3.23314 0.500 -0.230 -0.078 0.103
H -12.96743 2.59248 1.87825 -0.226 0.132 0.303 0.073
H 1.93857 5.64946 7.77108 -0.762 -0.607 -0.260 0.125
H 5.58636 2.94254 -3.06675 0.273 0.139 0.159 0.146
H -3.02225 -2.27247 14.12236 0.433 -0.145 -0.266 0.112
```
Positions in Å, forces in eV/Å.

Results
Total charge = +1
Orbital gap = 0.079 hartree
E_tot = -128524.472 eV